--- a ---
Molecular formula: C3H6S2
Method: DFT, ωB97M-V/def2-TZVPD

Each line ends with the Löwdin charge.
Geometry (Å):
C1 0.47 1.32 -0.39  -0.107
C2 0.29 -0.07 0.36  -0.721
C3 -1.04 -0.71 0.56  -0.823
H1 -0.17 1.23 -1.28  0.059
H2 1.48 1.43 -0.75  0.053
H3 0.20 2.27 0.08  0.069
H4 0.70 0.16 1.37  0.098
H5 0.05 -2.01 -0.75  -0.156
H6 -0.90 -1.29 1.52  0.081
S1 1.23 -1.55 -0.33  0.741
S2 -2.32 -0.79 -0.39  0.705

Properties
structure (SMILES)	C[C@H](S)C=S
gap between HOMO and LUMO	8.52	eV
LUMO energy	-0.4	eV

--- b ---
Molecular formula: C3H6S2
Method: DFT, ωB97M-V/def2-TZVPD

Each line ends with the Löwdin charge.
Geometry (Å):
C1 1.53 0.38 -0.73  -0.001
C2 0.73 0.27 0.45  -0.414
C3 -0.27 -1.00 0.54  -0.501
S1 -2.29 0.92 -0.39  0.404
S2 -1.72 -1.15 -0.44  0.473
H1 1.41 1.07 -1.57  0.062
H2 2.27 -0.39 -0.72  0.043
H3 1.33 0.13 1.39  0.107
H4 0.08 1.20 0.54  0.052
H5 0.28 -1.95 0.71  0.043
H6 -3.33 0.51 0.21  -0.268

Properties
gap between HOMO and LUMO (alpha / beta)	8.09 / 7.50	eV
LUMO energy (alpha / beta)	0.0 / -0.1	eV

Quick one: least stable of them? b

--- a ---
Molecular formula: C45H36Br3Ge2IKN4O5S3
Method: DFT, ωB97M-V/def2-TZVPD

Each line ends with the Löwdin charge.
Geometry (Å):
K1 -0.16 1.60 -0.79  0.679
O1 -1.48 -3.94 -0.84  0.088
C1 -1.04 -2.78 -0.31  -0.557
O2 -1.82 -2.00 0.25  -0.114
C2 0.35 -2.55 -0.42  -0.234
C3 1.17 -3.31 -1.27  -0.021
C4 2.43 -2.89 -1.58  -0.066
C5 2.87 -1.62 -1.09  -0.012
C6 2.09 -0.92 -0.24  -0.202
N1 0.88 -1.43 0.22  -0.002
C7 2.41 0.51 0.19  -0.677
O3 3.51 0.97 -0.08  0.026
O4 1.42 1.08 0.76  -0.268
H1 -2.45 -3.87 -0.84  0.123
H2 0.75 -4.19 -1.73  0.119
H3 3.05 -3.46 -2.26  0.093
H4 3.79 -1.16 -1.42  0.113
Br1 -1.66 5.78 -3.68  0.725
C8 -0.98 5.84 -1.91  -0.609
C9 -0.67 7.09 -1.36  -0.206
C10 -0.19 7.19 -0.09  -0.647
Br2 0.22 8.92 0.60  0.685
C11 -0.01 6.03 0.71  -0.198
C12 0.51 6.04 2.03  -0.051
C13 0.69 4.86 2.69  -0.045
C14 0.33 3.66 2.06  -0.146
N2 -0.19 3.62 0.86  0.070
C15 -0.34 4.77 0.16  -0.121
C16 -0.84 4.62 -1.22  -0.454
O5 -1.10 3.48 -1.70  -0.271
H5 -0.81 7.98 -1.95  0.083
H6 0.77 6.98 2.48  0.067
H7 1.12 4.84 3.69  0.100
H8 0.50 2.71 2.55  0.085
C17 -2.20 1.77 3.07  -0.245
Ge1 -1.79 -0.13 3.06  0.720
C18 -3.46 -1.07 2.67  -0.279
C19 -1.50 -0.62 4.95  -0.240
Ge2 0.27 -0.95 2.00  0.976
C20 0.19 -2.87 2.61  -0.260
C21 -0.99 -3.53 2.95  -0.121
C22 -1.01 -4.88 3.29  -0.093
C23 0.16 -5.62 3.28  -0.113
C24 1.35 -4.99 2.94  -0.094
C25 1.36 -3.64 2.60  -0.096
C26 1.79 -0.33 3.08  -0.264
C27 3.11 -0.76 2.87  -0.102
C28 4.15 -0.34 3.68  -0.080
C29 3.91 0.54 4.73  -0.107
C30 2.62 1.00 4.94  -0.094
C31 1.58 0.58 4.12  -0.130
H9 -3.18 1.86 3.53  0.024
H10 -2.23 2.19 2.06  -0.004
H11 -1.48 2.34 3.65  0.005
H12 -4.25 -0.33 2.54  -0.008
H13 -3.69 -1.70 3.53  0.017
H14 -3.40 -1.68 1.77  -0.022
H15 -2.46 -0.50 5.45  0.019
H16 -0.76 0.00 5.46  0.001
H17 -1.18 -1.66 5.03  0.013
H18 -1.93 -3.00 2.93  0.060
H19 -1.95 -5.37 3.53  0.094
H20 0.15 -6.67 3.53  0.089
H21 2.28 -5.55 2.91  0.094
H22 2.30 -3.19 2.32  0.084
H23 3.34 -1.41 2.03  0.094
H24 5.16 -0.68 3.48  0.099
H25 4.72 0.87 5.36  0.090
H26 2.42 1.71 5.74  0.094
H27 0.59 0.98 4.29  0.054
Br3 -6.80 0.76 0.53  0.680
C32 -5.99 2.23 -0.36  -0.732
C33 -6.76 3.38 -0.51  -0.161
C34 -6.22 4.49 -1.14  -0.097
C35 -4.93 4.45 -1.64  -0.073
C36 -4.16 3.30 -1.49  -0.124
C37 -4.69 2.18 -0.85  -0.693
I1 -3.45 0.51 -0.63  1.127
H28 -7.77 3.39 -0.12  0.086
H29 -6.82 5.38 -1.25  0.097
H30 -4.49 5.30 -2.14  0.087
H31 -3.15 3.26 -1.89  0.070
S1 0.13 -3.66 -8.35  0.468
C38 0.20 -3.01 -6.79  -1.112
S2 -1.19 -2.36 -6.02  0.935
C39 -0.27 -1.89 -4.59  -1.171
N3 0.98 -2.22 -4.71  -0.005
N4 1.23 -2.85 -5.93  -0.149
C40 2.61 -3.16 -6.13  -0.185
C41 3.03 -4.16 -7.01  -0.054
C42 4.39 -4.42 -7.16  -0.101
C43 5.33 -3.71 -6.43  -0.116
C44 4.91 -2.73 -5.54  -0.093
C45 3.56 -2.46 -5.39  -0.023
S3 -1.04 -1.13 -3.28  0.486
H32 2.30 -4.72 -7.57  0.036
H33 4.70 -5.19 -7.85  0.094
H34 6.39 -3.92 -6.56  0.090
H35 5.62 -2.17 -4.96  0.098
H36 3.22 -1.71 -4.69  0.102

Properties
2S+1	2
net charge	-2
gap between HOMO and LUMO (alpha / beta)	5.15 / 6.28	eV
LUMO energy (alpha / beta)	3.5 / 3.5	eV

--- b ---
Molecular formula: C45H36Br3Ge2IKN4O5S3
Method: DFT, ωB97M-V/def2-TZVPD

Each line ends with the Löwdin charge.
Geometry (Å):
K1 -0.36 1.22 -1.13  0.656
O1 -2.36 1.67 4.14  0.049
C1 -1.41 1.31 3.22  -0.495
O2 -1.25 0.15 2.94  0.075
C2 -0.67 2.44 2.67  -0.246
C3 -0.91 3.71 3.16  -0.063
C4 -0.20 4.82 2.70  -0.106
C5 0.71 4.58 1.66  -0.054
C6 0.90 3.31 1.20  -0.313
N1 0.29 2.18 1.70  0.031
C7 1.80 3.07 0.05  -0.572
O3 2.36 3.92 -0.60  0.085
O4 1.90 1.77 -0.28  -0.291
H1 -2.82 0.83 4.33  0.083
H2 -1.67 3.83 3.92  0.112
H3 -0.40 5.81 3.08  0.083
H4 1.25 5.38 1.17  0.116
Br1 -1.44 2.36 -6.22  0.759
C8 -0.55 0.78 -5.68  -0.604
C9 -0.18 -0.13 -6.67  -0.211
C10 0.45 -1.29 -6.35  -0.648
Br2 0.94 -2.49 -7.75  0.688
C11 0.74 -1.60 -5.00  -0.201
C12 1.39 -2.79 -4.59  -0.052
C13 1.64 -3.01 -3.27  -0.048
C14 1.22 -2.04 -2.34  -0.137
N2 0.61 -0.93 -2.67  0.104
C15 0.36 -0.69 -3.99  -0.122
C16 -0.31 0.59 -4.30  -0.446
O5 -0.63 1.41 -3.40  -0.239
H5 -0.40 0.11 -7.70  0.083
H6 1.70 -3.50 -5.34  0.064
H7 2.14 -3.90 -2.92  0.102
H8 1.41 -2.20 -1.28  0.097
C17 4.07 2.91 2.74  -0.228
Ge1 3.12 1.23 3.10  0.748
C18 1.90 1.48 4.61  -0.225
C19 4.52 -0.02 3.71  -0.257
Ge2 1.97 0.48 1.09  0.895
C20 3.41 -0.48 0.04  -0.255
C21 4.02 -1.60 0.61  -0.130
C22 4.97 -2.34 -0.08  -0.105
C23 5.34 -1.98 -1.36  -0.117
C24 4.76 -0.87 -1.94  -0.098
C25 3.81 -0.13 -1.25  -0.102
C26 0.79 -1.06 1.40  -0.281
C27 1.18 -1.79 2.52  -0.149
C28 0.60 -3.01 2.84  -0.082
C29 -0.38 -3.54 2.03  -0.076
C30 -0.79 -2.82 0.91  -0.069
C31 -0.22 -1.60 0.61  -0.123
H9 4.51 3.26 3.68  0.014
H10 3.41 3.67 2.35  0.003
H11 4.87 2.75 2.02  0.021
H12 2.48 1.45 5.54  0.013
H13 1.15 0.69 4.64  0.016
H14 1.39 2.44 4.53  0.014
H15 5.02 0.46 4.55  0.010
H16 5.25 -0.21 2.93  0.008
H17 4.11 -0.97 4.04  0.005
H18 3.72 -1.94 1.59  0.081
H19 5.41 -3.22 0.39  0.092
H20 6.08 -2.56 -1.90  0.089
H21 5.03 -0.58 -2.95  0.097
H22 3.36 0.73 -1.72  0.097
H23 1.94 -1.40 3.19  0.063
H24 0.91 -3.53 3.74  0.097
H25 -0.85 -4.48 2.27  0.096
H26 -1.57 -3.20 0.27  0.090
H27 -0.62 -1.09 -0.26  0.056
Br3 -4.34 6.93 -0.49  0.677
C32 -3.38 6.27 -1.98  -0.742
C33 -3.39 7.05 -3.13  -0.161
C34 -2.70 6.63 -4.25  -0.097
C35 -2.01 5.42 -4.23  -0.097
C36 -2.01 4.64 -3.08  -0.128
C37 -2.69 5.07 -1.94  -0.711
I1 -2.58 3.89 -0.23  1.080
H28 -3.94 7.98 -3.14  0.087
H29 -2.70 7.24 -5.15  0.097
H30 -1.47 5.07 -5.09  0.060
H31 -1.51 3.68 -3.10  0.072
S1 -4.90 -3.34 4.34  0.484
C38 -4.53 -2.59 2.87  -1.083
S2 -4.57 -0.88 2.74  0.944
C39 -4.10 -0.94 1.06  -1.188
N3 -3.96 -2.16 0.64  -0.015
N4 -4.19 -3.08 1.66  -0.136
C40 -4.04 -4.43 1.23  -0.195
C41 -3.92 -5.49 2.12  -0.054
C42 -3.74 -6.78 1.63  -0.100
C43 -3.67 -7.03 0.27  -0.115
C44 -3.79 -5.96 -0.61  -0.094
C45 -3.97 -4.67 -0.14  -0.034
S3 -3.89 0.52 0.20  0.390
H32 -3.96 -5.32 3.18  0.023
H33 -3.64 -7.59 2.34  0.095
H34 -3.52 -8.03 -0.11  0.089
H35 -3.74 -6.12 -1.68  0.098
H36 -4.06 -3.84 -0.83  0.104

Properties
2S+1	2
net charge	-2
gap between HOMO and LUMO (alpha / beta)	4.56 / 6.35	eV
LUMO energy (alpha / beta)	3.6 / 3.6	eV

Quick one: least stable of them? a

--- a ---
Molecular formula: C2H11O3S
Method: DFT, ωB97M-V/def2-TZVPD

Each line ends with the Löwdin charge.
Geometry (Å):
C1 1.57 -0.97 -1.29  -0.212
C2 0.84 0.37 -1.01  -0.777
S1 -0.94 0.36 -0.77  0.379
H1 1.13 -1.49 -2.14  0.054
H2 1.54 -1.59 -0.40  0.041
H3 2.60 -0.74 -1.60  0.051
H4 1.13 0.95 -1.89  0.040
H5 1.33 0.86 -0.16  0.039
H6 -1.60 -0.03 2.63  0.018
H7 -1.95 0.50 1.27  -0.107
O1 -2.22 0.59 2.21  -0.142
H8 -0.57 3.22 1.65  0.010
H9 -0.41 2.35 0.38  -0.071
O2 -0.25 3.25 0.75  -0.132
H10 -0.82 -3.06 -0.44  0.017
H11 -0.66 -1.79 0.33  -0.060
O3 -0.73 -2.77 0.48  -0.147

Properties
net charge	-1
gap between HOMO and LUMO	7.57	eV
LUMO energy	3.9	eV

--- b ---
Molecular formula: C2H11O3S
Method: DFT, ωB97M-V/def2-TZVPD

Each line ends with the Löwdin charge.
Geometry (Å):
C1 2.45 -0.59 -0.37  -0.229
C2 1.49 0.10 0.60  -0.703
S1 0.09 0.90 -0.31  0.361
H1 2.03 -1.50 -0.80  0.055
H2 2.59 0.09 -1.21  0.041
H3 3.39 -0.89 0.10  0.050
H4 1.11 -0.60 1.34  0.042
H5 2.00 0.89 1.16  0.031
H6 -2.04 -1.35 1.25  0.012
H7 -1.44 -0.57 0.15  -0.109
O1 -1.95 -1.41 0.29  -0.150
H8 -0.85 -1.48 -1.76  -0.024
H9 -0.02 -0.56 -2.51  -0.045
O2 -0.59 -1.32 -2.68  -0.124
H10 -1.06 2.57 2.41  0.008
H11 -0.91 1.18 1.84  -0.086
O3 -1.18 1.65 2.65  -0.130

Properties
net charge	-1
gap between HOMO and LUMO	7.45	eV
LUMO energy	3.8	eV

Quick one: least stable of them? a

--- a ---
Molecular formula: C3H6O4S
Method: DFT, ωB97M-V/def2-TZVPD

Each line ends with the Löwdin charge.
Geometry (Å):
C1 0.86 -0.61 -0.21  -0.561
C2 0.38 1.21 1.27  -0.531
C3 -0.12 -0.52 -1.36  -0.161
O1 1.60 0.32 0.06  0.017
O2 0.83 -1.78 0.43  0.070
O3 -0.49 1.77 0.35  -0.135
O4 -1.49 -0.22 -1.16  -0.054
S1 -0.22 0.04 2.36  0.823
H1 0.04 -1.51 -1.90  0.155
H2 0.16 0.29 -2.02  0.125
H3 1.29 -1.77 1.31  0.127
H4 -0.05 2.56 -0.08  0.149
H5 -1.43 0.68 -0.80  0.053
H6 -1.37 -0.45 1.76  -0.077

Properties
gap between HOMO and LUMO	8.68	eV
LUMO energy	0.4	eV

--- b ---
Molecular formula: C3H6O4S
Method: DFT, ωB97M-V/def2-TZVPD

Each line ends with the Löwdin charge.
Geometry (Å):
C1 -0.25 0.24 -1.04  -0.207
C2 -1.12 -1.00 -0.48  -0.084
C3 0.39 1.13 0.03  -0.520
O1 1.78 0.42 -2.70  -0.306
O2 0.39 -1.60 -2.76  -0.338
O3 0.94 2.29 -0.41  -0.002
O4 1.45 0.34 0.56  -0.002
S1 0.96 -0.49 -1.99  0.836
H1 -0.52 -1.86 -0.83  0.044
H2 -1.31 -1.00 0.67  0.117
H3 -2.02 -1.20 -1.09  0.080
H4 -0.38 1.59 0.80  0.195
H5 1.70 2.05 -1.00  0.117
H6 1.84 0.89 1.19  0.069

Properties
structure (SMILES)	CC(C(O)O)=S(=O)=O
gap between HOMO and LUMO (alpha / beta)	7.82 / 8.15	eV
LUMO energy (alpha / beta)	-1.8 / -1.8	eV

Quick one: least stable of them? b